This record from the OMol25 dataset describes C3H8N2O in the gas phase. The level of theory is ωB97M-V with the def2-TZVPD basis set.

Molar mass in g mol⁻¹: 88.1
Energy above the lowest of the compared OMol25 structures with the same formula, charge and spin in kcal per mole: 13.61
HOMO in eV: -9.27
Energy in eV: -8268.7357
SMILES string: CN(C)C(N)=O
2S+1: 1

```
14
C3H8N2O | the OMol25 dataset | ωB97M-V with the def2-TZVPD basis set
C -1.40 -0.96 0.30
N -0.29 -0.07 0.02
C -0.56 1.35 -0.14
C 0.97 -0.58 -0.02
N 1.98 0.42 -0.27
O 1.23 -1.77 0.11
H -1.00 -1.97 0.41
H -1.91 -0.67 1.23
H -2.13 -0.95 -0.52
H 0.25 1.80 -0.70
H -1.50 1.48 -0.69
H -0.65 1.85 0.83
H 2.66 -0.01 -0.89
H 2.48 0.59 0.60
```